DFT (ωB97M-V/def2-TZVPD) results for a structure of composition C4H4AgO at a distorted geometry.

Structure (XYZ):
```
10
C4H4AgO, DFT ωB97M-V/def2-TZVPD
C 1.01557 -0.57357 0.14906
C 2.06436 0.22747 -0.18992
O 1.98781 1.56242 -0.04768
Ag 0.28264 1.38023 0.95427
H 1.11771 -1.64015 -0.08256
H 3.05285 -0.14872 -0.51417
C -2.53786 -0.12050 -0.32926
C -1.40026 0.31552 0.02000
H -3.13099 -0.87431 -0.84282
H -2.45182 -0.12839 0.88308
```

Lowest unoccupied orbital energy (alpha / beta): -0.27 / -0.66 eV
Spin multiplicity: 2
Energy above the lowest of the compared OMol25 structures with the same formula, charge and spin: 67.3 kcal per mole
Maximum force: 3.2 eV/Å
Highest occupied orbital energy (alpha / beta): -7.685 / -7.297 eV
Orbital gap (alpha / beta): 0.273 / 0.244 Eh



DFT (ωB97M-V/def2-TZVPD) results for a structure of composition C4H7FIP at a distorted geometry.

Structure (XYZ):
```
14
C4H7FIP, DFT ωB97M-V/def2-TZVPD
C -0.53890 -0.29058 0.51103
C 0.37541 0.79354 0.26087
C 0.00383 -1.53071 1.14537
C -0.15011 1.93851 -0.50261
F 2.21606 2.49239 0.68722
P 1.97130 0.89152 1.02253
I -2.02344 -1.18958 -1.66933
H -1.57952 0.07868 0.80581
H -0.61423 -2.33715 1.46786
H 0.54329 -1.25984 2.01132
H 0.71391 -2.07479 0.51472
H -0.46487 2.48452 0.32970
H 0.74738 2.33510 -1.02563
H -0.98980 1.86522 -1.08329
```

Lowest unoccupied orbital energy (alpha / beta): -2.11 / -1.93 eV
Energy above the lowest of the compared OMol25 structures with the same formula, charge and spin: 42.9 kcal per mole
Maximum force: 3.4 eV/Å
Highest occupied orbital energy (alpha / beta): -8.675 / -8.837 eV
Orbital gap (alpha / beta): 0.241 / 0.254 Eh



DFT (ωB97M-V/def2-TZVPD) results for a cluster of 5 separate species, C30H69BN5 in total at a distorted geometry.

Structure (XYZ):
```
105
C30H69BN5, DFT ωB97M-V/def2-TZVPD
B 0.57813 0.54910 0.04678
H -0.60497 0.65972 0.28014
H 0.80709 -0.65453 0.05357
H 0.84813 1.01668 -1.03881
H 1.26706 1.04193 0.91596
C -5.78293 -1.56412 -2.49120
C -4.72738 -1.92897 -3.51449
N -3.35989 -1.57620 -3.11023
C -2.96288 -0.41850 -2.46827
C -1.62505 -0.50929 -2.29440
N -1.23478 -1.72383 -2.78842
C -2.30814 -2.34292 -3.28515
C 0.13709 -2.22020 -2.82227
H -6.76760 -1.87879 -2.81506
H -5.76905 -0.47741 -2.36802
H -5.53772 -1.96229 -1.50757
H -4.92393 -1.40903 -4.45361
H -4.76149 -2.99471 -3.73719
H -3.67806 0.35034 -2.24419
H -0.93243 0.22592 -1.90623
H -2.37188 -3.33166 -3.70882
H 0.24925 -2.88301 -3.68232
H 0.36315 -2.76147 -1.90950
H 0.81602 -1.39916 -3.03383
C 3.13339 -3.95264 -1.84714
C 4.15822 -3.02208 -1.22472
C 3.67173 -1.57469 -1.30286
N 4.44409 -0.59268 -0.45900
C 4.05674 -0.75315 0.97096
C 5.94514 -0.72040 -0.69679
C 6.55112 0.68615 -0.59613
C 5.35101 1.61416 -0.34901
C 4.13992 0.85182 -0.88012
H 2.25500 -4.05853 -1.20444
H 3.53780 -4.95741 -1.96240
H 2.79781 -3.61806 -2.83118
H 5.14198 -3.07893 -1.68361
H 4.26591 -3.30165 -0.17426
H 2.64154 -1.54107 -0.93810
H 3.67581 -1.17503 -2.31711
H 4.49075 -1.68711 1.32667
H 2.97467 -0.73545 1.05177
H 4.52443 0.03321 1.55590
H 6.34431 -1.48903 -0.04211
H 6.01968 -1.05047 -1.73010
H 7.30640 0.79543 0.17437
H 6.97031 0.91016 -1.57496
H 5.21724 1.72572 0.72659
H 5.46576 2.59062 -0.80919
H 3.23241 1.13749 -0.35649
H 4.10038 0.80381 -1.96512
C -4.38700 -1.25057 1.11254
C -3.32042 -2.10103 1.79116
C -2.08086 -1.32068 2.14893
N -0.97287 -2.19180 2.67795
C -1.46271 -3.05676 3.81188
C 0.13530 -1.31739 3.20509
C 1.38060 -2.19200 3.22149
C 1.19242 -3.07195 1.97306
C -0.29824 -3.02916 1.62848
H -4.92066 -0.64184 1.85175
H -5.17800 -1.90103 0.74274
H -4.01898 -0.55840 0.35678
H -3.00523 -2.85826 1.06105
H -3.76663 -2.61928 2.63574
H -2.20872 -0.55232 2.91003
H -1.67355 -0.85086 1.25149
H -0.63937 -3.28366 4.48278
H -1.83694 -3.99716 3.42151
H -2.22678 -2.51461 4.35949
H -0.13778 -0.87318 4.16005
H 0.25963 -0.51663 2.46879
H 1.43632 -2.77595 4.13621
H 2.24486 -1.53951 3.13370
H 1.50282 -4.10168 2.14633
H 1.82176 -2.71111 1.15944
H -0.72116 -4.02820 1.56555
H -0.50969 -2.54575 0.67289
C -2.35166 2.27287 2.98629
C -2.15712 3.57823 2.23617
C -1.80398 3.26573 0.79722
N -1.56545 4.50485 -0.03843
C -2.59188 5.56762 0.13758
C -1.44697 4.11926 -1.52582
C 0.02987 4.16983 -1.86084
C 0.43418 5.41615 -1.07913
C -0.18229 5.08447 0.26015
H -2.80922 2.38304 3.96807
H -1.41669 1.72498 3.12312
H -3.01439 1.61323 2.41314
H -1.35709 4.15355 2.71252
H -3.03756 4.22010 2.25940
H -2.59538 2.72191 0.27944
H -0.88204 2.68802 0.73420
H -3.57382 5.10012 0.06782
H -2.49237 6.30750 -0.64832
H -2.45137 6.01174 1.11607
H -1.91396 4.93897 -2.06760
H -2.01047 3.20890 -1.70681
H 0.10938 4.31281 -2.94192
H 0.60817 3.28796 -1.59732
H 0.09134 6.36957 -1.47846
H 1.51735 5.50563 -0.98998
H -0.26628 5.89800 0.98077
H 0.39024 4.32801 0.79745
```

Lowest unoccupied orbital energy: -6.24 eV
Energy above the lowest of the compared OMol25 structures with the same formula, charge and spin: 0.0 kcal per mole
Maximum force: 1.2 eV/Å
Highest occupied orbital energy: -16.783 eV
Net charge: +3
Orbital gap: 0.387 Eh



DFT (ωB97M-V/def2-TZVPD) results for the molecule C3HNO at a distorted geometry.

Structure (XYZ):
```
6
C3HNO, DFT ωB97M-V/def2-TZVPD
C -0.10492 0.15890 -0.48743
C -0.94346 1.23300 -0.79049
C 0.37152 -0.29946 -1.64601
N -1.59198 2.13749 -1.07106
O 0.57086 -0.44810 -2.74961
H 0.29258 -0.07033 0.43149
```

Lowest unoccupied orbital energy: -0.23 eV
SMILES string: N#CC=C=O
Energy above the lowest of the compared OMol25 structures with the same formula, charge and spin: 2.5 kcal per mole
Maximum force: 2.0 eV/Å
Highest occupied orbital energy: -9.918 eV
Orbital gap: 0.356 Eh



DFT (ωB97M-V/def2-TZVPD) results for a cluster of 9 separate species, C42H44O24 in total at a distorted geometry.

Structure (XYZ):
```
110
C42H44O24, DFT ωB97M-V/def2-TZVPD
C -4.61826 -3.28765 1.48687
C -4.11618 -4.16306 2.58072
C -3.49053 -3.53005 3.67279
O -3.08286 -4.17291 4.59528
C -3.51558 -2.05102 3.79407
C -4.12780 -1.19829 2.70262
C -4.72437 -1.83003 1.50390
O -5.36443 -1.15805 0.65583
O -3.92304 0.15963 2.61565
O -4.11244 -5.55224 2.58466
H -5.07280 -3.81045 0.65438
H -2.89300 -1.69834 4.58179
H -3.57771 0.73627 3.45828
H -3.81938 -5.69861 3.62773
C 1.59630 2.27251 -5.37396
C 1.99244 3.60308 -4.77106
C 2.26596 4.85877 -5.59730
O 2.52107 5.90619 -5.00426
C 2.06741 4.76586 -7.05263
C 1.72150 3.47931 -7.65260
C 1.52718 2.22093 -6.87270
O 1.30357 1.13077 -7.43563
O 1.23879 3.31369 -8.89983
O 2.14682 3.65177 -3.45744
H 1.24201 1.36719 -4.87430
H 2.22639 5.63917 -7.75209
H 1.33338 3.91985 -9.55652
H 2.33971 4.48076 -3.04570
C -5.24182 -2.15622 -2.91007
C -3.97287 -1.35292 -2.66093
C -2.70020 -2.10251 -2.11625
O -1.69518 -1.43244 -2.01816
C -2.78883 -3.50098 -1.98487
C -4.10308 -4.26285 -2.22149
C -5.25262 -3.58880 -2.87863
O -6.10969 -4.30987 -3.38208
O -4.44750 -5.39445 -1.49965
O -3.91106 0.05445 -2.68798
H -6.12065 -1.76629 -3.06974
H -1.77155 -3.96512 -1.63260
H -3.65014 -5.82055 -1.11411
H -3.16353 0.51884 -2.38292
C 0.78529 -0.82524 5.04939
C 2.04012 -0.13286 4.28059
C 3.43691 -0.32250 4.88804
O 4.40794 0.07732 4.24492
C 3.55431 -1.31026 5.94822
C 2.36005 -2.12315 6.46751
C 0.93203 -1.78108 6.04863
O -0.03170 -2.42140 6.56064
O 2.56422 -3.29336 7.16382
O 1.92813 0.74359 3.23845
H -0.13628 -0.67164 4.65162
H 4.65726 -1.40105 6.06399
H 3.43318 -3.28351 7.61312
H 2.89601 0.87597 2.86588
C 0.35412 -3.94286 3.10946
C 1.87660 -4.26893 3.29042
C 2.85931 -3.88930 2.34229
O 4.00893 -4.16416 2.57061
C 2.39575 -3.28745 1.12524
C 0.88702 -3.01881 0.88092
C -0.13028 -3.21740 1.89565
O -1.23645 -2.88286 1.78637
O 0.50942 -2.79664 -0.43651
O 2.25020 -4.95850 4.41591
H -0.44926 -4.38626 3.86715
H 3.19005 -3.31059 0.32129
H 1.25223 -2.52755 -1.00872
H 3.11816 -4.99150 4.63718
C 4.37201 1.33252 -1.03847
C 4.56081 1.25063 0.48672
O 3.68770 1.58292 1.28728
C 5.95083 0.61878 0.83122
H 5.06769 2.07850 -1.51289
H 3.42885 1.83129 -1.60935
H 4.44155 0.33363 -1.39261
H 6.23672 0.07029 0.00795
H 5.84845 -0.01601 1.84879
H 6.51697 1.44624 1.04979
C -2.03562 1.39732 -5.25549
C -2.35566 2.88261 -5.23546
O -1.81645 3.73779 -5.89419
C -3.39523 3.30719 -4.19321
H -2.90619 0.64971 -5.40049
H -1.63283 1.12084 -4.38370
H -1.31475 1.15963 -6.09044
H -4.16891 2.74689 -3.98838
H -3.93667 4.09195 -4.73931
H -3.06984 3.58304 -3.26212
C -0.57826 0.80370 0.56443
C -0.81471 1.10164 -0.95148
O -1.87103 1.66216 -1.40287
C 0.43796 1.00575 -1.83504
H -0.34386 -0.18552 0.68936
H -1.47465 0.85348 1.11135
H 0.11660 1.32331 1.07850
H 1.27127 1.27631 -1.20289
H 0.23719 1.62607 -2.86045
H 0.55690 0.19080 -2.09710
C 1.00779 3.88408 2.29934
C 0.70017 5.24241 3.07636
O -0.27137 5.91294 2.63600
C 1.45891 5.62129 4.31514
H 0.67599 3.09185 3.03453
H 2.00513 3.58617 2.12926
H 0.45928 3.78955 1.44300
H 2.46412 6.09166 4.11184
H 1.71585 4.74682 4.94423
H 0.89863 6.40642 4.90973
```

Lowest unoccupied orbital energy: -2.50 eV
SMILES string: O=C1C=C(O)C(=O)C=C1O.O=C1C=C(O)C(=O)C=C1O.O=C1C=C(O)C(=O)C=C1O.O=C1C=C(O)C(=O)C=C1O.O=C1C=C(O)C(=O)C=C1O.CC(C)=O.CC(C)=O.CC(C)=O.CC(C)=O
Energy above the lowest of the compared OMol25 structures with the same formula, charge and spin: 41.9 kcal per mole
Maximum force: 15.3 eV/Å
Highest occupied orbital energy: -8.775 eV
Orbital gap: 0.230 Eh



DFT (ωB97M-V/def2-TZVPD) results for a cluster of 2 separate species, H4S2 in total.

Structure (XYZ):
```
6
H4S2, DFT ωB97M-V/def2-TZVPD
S -0.64902 0.01600 -1.97534
H -0.77253 -1.30558 -1.75196
H 0.15064 0.17492 -0.90436
S -0.11345 0.64621 1.39139
H 1.11478 1.10371 1.69780
H 0.26957 -0.63526 1.54247
```

Lowest unoccupied orbital energy: 0.69 eV
SMILES string: S.S
Energy above the lowest of the compared OMol25 structures with the same formula, charge and spin: 3.4 kcal per mole
Maximum force: 0.6 eV/Å
Highest occupied orbital energy: -9.341 eV
Orbital gap: 0.369 Eh